The following is a DFT calculation (wB97M-V/def2-TZVPD) of C41H40F5LaN8O6S2Se2 as an isolated structure at a distorted geometry.

The geometry in XYZ format:
```
105
Properties=species:S:1:pos:R:3
La -0.7981 -0.5737 0.2714
N -1.4560 -2.9650 -0.7139
C -2.9036 -3.2235 -0.5704
C -3.5225 -2.6760 0.7203
O -4.5692 -3.2309 1.1076
N -2.8430 -1.6494 1.2375
C -3.4181 -0.9722 2.4044
C -2.6209 0.2606 2.9229
O -3.2499 1.0641 3.6476
O -1.3705 0.3576 2.5680
H -0.9008 -3.6517 -0.2143
H -1.1680 -2.9785 -1.6912
H -3.4138 -2.7400 -1.4122
H -3.1445 -4.2788 -0.6263
H -4.4354 -0.6521 2.2056
H -3.4702 -1.6491 3.2729
C 3.8506 -2.4496 -0.7741
C 2.5118 -1.8568 -1.0334
N 1.4940 -2.2081 -0.3159
N 1.6406 -3.3910 0.3813
C 1.1221 -3.4586 1.5645
S 0.3400 -2.2825 2.4745
S 1.1614 -5.1363 2.1943
C 2.7710 -5.0296 3.0700
C 2.7529 -4.1089 4.2465
C 3.4896 -2.9402 4.2252
C 3.4684 -2.0516 5.2933
C 2.7100 -2.3330 6.4249
C 1.9599 -3.5055 6.4522
C 1.9868 -4.3896 5.3847
C 2.3960 -0.9406 -2.1968
C 3.5296 -0.6268 -2.9565
C 3.4627 0.0711 -4.1506
C 2.2136 0.5020 -4.6581
C 1.0890 0.1743 -3.9464
C 1.1432 -0.5065 -2.6980
O 0.0582 -0.6905 -2.0426
H 3.7489 -3.2173 -0.0167
H 4.5215 -1.6553 -0.3848
H 4.2938 -2.8794 -1.6693
H 3.5329 -4.6983 2.3682
H 3.0253 -6.0463 3.3836
H 4.0842 -2.7349 3.3444
H 4.0082 -1.1253 5.2057
H 2.6536 -1.6174 7.2427
H 1.3356 -3.7386 7.3075
H 1.3344 -5.2661 5.3702
H 4.4848 -0.9582 -2.5885
H 4.3485 0.3000 -4.7243
H 2.1648 1.0403 -5.5989
H 0.1095 0.4462 -4.3217
Se -2.2416 0.1095 -2.6319
Se -4.2250 1.1876 -3.1701
C -3.5051 2.9253 -2.6147
C -4.4201 3.9411 -2.3230
C -3.9417 5.1390 -1.8465
C -2.5884 5.2694 -1.6050
C -1.7682 4.2022 -1.9063
N -2.2031 3.0640 -2.4337
C -2.2778 -1.2928 -3.9462
C -3.0231 -1.2123 -5.1210
C -3.0289 -2.2691 -5.9894
C -2.2586 -3.3850 -5.6986
C -1.5553 -3.3900 -4.5001
N -1.5771 -2.3811 -3.6490
H -5.4749 3.7848 -2.4865
H -4.6277 5.9502 -1.6304
H -2.1618 6.1760 -1.1981
H -0.7102 4.2739 -1.7046
H -3.5997 -0.3273 -5.3131
H -3.6205 -2.2428 -6.9008
H -2.2139 -4.2312 -6.3741
H -0.9660 -4.2591 -4.2209
C 3.3366 3.8618 -0.0564
N 2.5920 2.6545 -0.3472
C 2.1018 2.5346 -1.7285
C 2.1937 1.7077 0.5700
O 1.4215 0.8082 0.2183
N 2.6642 1.6722 1.8546
C 2.0159 0.6840 2.7256
C 3.6066 2.5572 2.5134
H 3.1225 4.5874 -0.8478
H 4.4064 3.7082 -0.0395
H 2.9933 4.3315 0.8587
H 2.8337 2.0961 -2.3916
H 1.8121 3.5221 -2.0830
H 1.2277 1.8955 -1.7836
H 2.1720 -0.3290 2.3559
H 0.9428 0.8465 2.8054
H 2.4961 0.7678 3.6949
H 4.3628 2.8958 1.8240
H 4.1047 1.9996 3.3089
H 3.1154 3.4096 2.9761
F -3.3850 5.8302 2.4996
C -3.2456 4.6633 1.8435
C -1.9852 4.1369 1.6443
F -0.8821 4.7838 2.0642
C -1.8490 2.9629 0.9530
F -0.6123 2.5408 0.6543
C -2.9386 2.1759 0.4955
O -2.7397 1.0879 -0.1400
C -4.2153 2.7803 0.7028
F -5.3017 2.1684 0.2501
C -4.3367 3.9791 1.3507
F -5.5549 4.5144 1.5313
```

For the LUMO energy (spin up / spin down), the calculation gives 3.81 / 3.81 eV. For the frontier orbital gap (spin up / spin down), the calculation gives 6.060 / 6.060 eV. The total charge is -2.

=====

The following is a DFT calculation (wB97M-V/def2-TZVPD) of C41H40GeN2O5S8Tc as an isolated structure.

The geometry in XYZ format:
```
98
Properties=species:S:1:pos:R:3
Tc -0.2358 -0.9876 0.5843
S -6.0991 1.2277 2.7085
C -4.8743 1.2915 1.6265
S -5.0667 1.0413 -0.0792
C -3.3714 1.0818 -0.5048
C -2.5022 1.3046 0.4936
S -0.7540 1.3056 0.3765
S -3.2299 1.6318 2.0458
S -2.9977 0.7543 -2.1943
C 3.4545 -0.1902 -1.6207
S 1.8083 0.4574 -1.3848
O 0.9914 -0.8204 -1.1389
C 1.4168 0.9426 -3.0425
C 0.9290 0.0167 -3.9521
C 0.6006 0.4477 -5.2271
C 0.7627 1.7842 -5.5759
C 1.2462 2.7003 -4.6519
C 1.5672 2.2822 -3.3682
H 3.4438 -0.9381 -2.4120
H 3.7570 -0.6230 -0.6651
H 4.1137 0.6423 -1.8741
H 0.7858 -1.0150 -3.6496
H 0.2122 -0.2570 -5.9513
H 0.4971 2.1158 -6.5717
H 1.3587 3.7416 -4.9244
H 1.9147 2.9930 -2.6250
N -1.4467 -0.8696 3.8431
C -2.2818 -1.3543 2.9197
N -3.5349 -1.6887 3.2833
O -1.9261 -1.5443 1.7287
H -1.7102 -0.7302 4.8018
H -0.5096 -0.6319 3.5571
H -3.9175 -1.3906 4.1633
H -4.1831 -1.8852 2.5402
O -7.4341 6.1441 -4.6708
C -6.1610 6.5312 -4.4382
O -5.8419 7.6766 -4.5613
C -5.1956 5.4588 -4.0240
C -5.3155 4.1364 -4.4448
C -4.3669 3.1953 -4.0779
C -3.3103 3.5684 -3.2554
S -2.0093 2.4422 -2.8041
C -3.1943 4.8863 -2.8219
C -4.1230 5.8321 -3.2254
H -7.5636 5.2234 -4.4117
H -6.1238 3.8365 -5.1028
H -4.4481 2.1742 -4.4301
H -2.3784 5.1664 -2.1660
H -4.0363 6.8653 -2.9157
O -1.5052 -1.9766 -1.0150
S -1.4149 -3.4596 -0.6791
C -2.8523 -4.2053 -1.5161
C -2.3425 -4.9967 -2.7223
C -1.0453 -4.3279 -3.1659
C -0.2480 -4.1359 -1.8830
H -3.4302 -3.3252 -1.8041
H -3.4228 -4.7914 -0.7988
H -3.0940 -5.0119 -3.5104
H -2.1474 -6.0309 -2.4342
H -1.2544 -3.3533 -3.6140
H -0.4974 -4.9263 -3.8925
H 0.5760 -3.4238 -1.9342
H 0.1145 -5.0838 -1.4766
C 0.9708 -0.9234 1.7277
Ge 2.6271 -0.8465 2.7850
C 2.0928 -0.4994 4.6220
C 2.3577 -1.4013 5.6504
C 1.9555 -1.1232 6.9516
C 1.2828 0.0580 7.2339
C 1.0182 0.9687 6.2170
C 1.4255 0.6917 4.9188
C 3.4228 -2.6021 2.5403
C 2.6628 -3.7184 2.8987
C 3.1512 -5.0029 2.7063
C 4.4072 -5.1895 2.1415
C 5.1682 -4.0900 1.7712
C 4.6783 -2.8042 1.9699
C 3.6137 0.6661 2.0753
C 2.9138 1.7230 1.4885
C 3.5857 2.8488 1.0278
C 4.9663 2.9317 1.1516
C 5.6714 1.8965 1.7544
C 4.9989 0.7742 2.2191
H 2.8805 -2.3286 5.4399
H 2.1709 -1.8274 7.7459
H 0.9743 0.2759 8.2485
H 0.5061 1.8971 6.4382
H 1.2247 1.4171 4.1347
H 1.6777 -3.5877 3.3373
H 2.5544 -5.8581 2.9993
H 4.7913 -6.1908 1.9915
H 6.1469 -4.2309 1.3293
H 5.2862 -1.9606 1.6646
H 1.8321 1.6773 1.3943
H 3.0278 3.6650 0.5826
H 5.4923 3.8076 0.7944
H 6.7460 1.9684 1.8725
H 5.5655 -0.0075 2.7137
```

For the LUMO energy, the calculation gives -2.75 eV. For the frontier orbital gap, the calculation gives 7.116 eV. The total charge is +1.